Entry from the OMol25 dataset: the ion C6H8N with charge +1 at a distorted geometry (the ωB97M-V functional and the def2-TZVPD basis).

Calculated values
Calculated total energy in a.u.: -287.75961
ΔE to the lowest compared entry with this formula, charge and spin in kJ/mol: 516.2
Charge: +1
Orbital gap (spin up / spin down) in eV: 7.967 / 7.968
Structure (SMILES): C1=[NH+]C[C@H]2[C@@H]3C[C@]123

Element x y z (Å)
1 C 1.203 0.365 0.792
2 N 1.885 -0.480 -0.058
3 C 0.780 -1.099 -0.837
4 C -0.446 -0.164 -0.749
5 C -1.713 -0.097 0.110
6 C -1.435 1.268 0.589
7 C -0.140 0.595 0.539
8 H 1.696 0.867 1.557
9 H 2.684 -1.004 0.045
10 H 0.672 -2.100 -0.391
11 H 1.021 -1.295 -1.991
12 H -0.554 0.401 -1.680
13 H -2.220 -0.831 0.756
14 H -1.514 1.865 -0.263
15 H -1.922 1.708 1.581